Density functional theory data (ωB97M-V/def2-TZVPD) for C13H19NO3 as an isolated structure in a non-equilibrium geometry.

The geometry in XYZ format:
```
36
Properties=species:S:1:pos:R:3:forces:R:3
C -0.3288 -2.5914 0.7661 0.985 -0.376 -7.427
C -1.5858 -1.9643 0.9179 -5.521 -0.780 0.359
O -2.2143 -1.6795 -0.3569 -1.377 -1.652 -0.635
C -3.6568 -1.3612 -0.2910 0.323 -4.316 -0.985
C -3.8663 -0.0405 -0.0032 -2.413 8.981 7.430
H -5.0154 0.2643 0.2354 2.313 -1.110 -1.227
H -3.5721 0.1699 1.3146 -0.171 -0.308 -3.849
C -3.2338 1.1285 -0.9465 3.184 2.516 10.938
N -1.8381 0.9245 -0.9798 4.761 -3.192 0.113
C -0.9100 1.4928 -0.0347 -10.626 7.497 0.659
O -1.3664 2.6586 0.7051 2.616 -6.489 -3.433
C 0.3481 1.1275 -0.1350 10.715 -7.171 0.590
C 1.0611 0.2515 -1.2542 -3.963 5.993 9.141
C 2.3612 0.0519 -1.0531 0.088 -3.502 -12.254
C 3.0672 0.0625 -0.0431 3.863 1.974 13.701
C 2.4243 0.6594 1.3229 7.188 -3.331 -4.941
C 1.2418 1.0052 1.1847 -10.429 5.914 -0.039
H 0.7169 1.5994 2.0650 0.906 -1.356 -1.752
H 3.1870 0.8904 2.0328 -0.174 -0.295 0.899
O 4.3233 -0.3138 0.3678 -1.085 -1.058 -4.706
C 4.9568 -0.9810 -0.9255 5.815 3.989 9.432
H 4.9800 -0.1996 -1.5306 0.537 2.739 -3.323
H 4.4775 -1.7718 -1.0963 -3.926 -6.222 -1.878
H 5.9331 -1.1883 -0.2989 -1.307 0.080 -2.447
H 2.7657 -0.3160 -2.2142 -0.239 0.716 3.467
H 0.5765 0.3733 -2.0798 -2.329 -0.161 -5.430
H -1.4962 -0.1932 -1.2321 -1.584 4.149 1.020
H -3.3381 2.2968 -0.5214 -0.245 -3.399 -0.967
H -3.7047 0.9457 -1.7177 -3.953 -1.039 -8.496
H -4.2472 -2.0106 0.4957 1.301 0.682 -1.877
H -4.0904 -1.3627 -1.3272 0.628 -1.646 0.411
H -1.6423 -1.0185 1.3120 0.973 2.251 1.934
H -2.3309 -2.5654 1.5750 0.989 0.508 -1.063
H -0.5213 -3.6594 0.1279 0.879 3.070 1.475
H 0.0797 -2.8421 1.6356 2.078 -0.776 3.582
H 0.2849 -1.7263 0.1235 -0.797 -2.882 1.577
```
Positions in Å, forces in eV/Å.

Values from the calculation:
E_tot: -786.7340 Ha
multiplicity: 1
relative energy (zero: lowest compared OMol25 entry of this formula, charge and spin): 1405.7 kJ/mol
HOMO-LUMO gap: 7.5291 eV